1.
Computed, not measured: a structure of composition C7H15Br3OP at a distorted geometry, with wB97M-V/def2-TZVPD.

Computed properties:
Maximum force, eV/A: 1.26
Gap between HOMO and LUMO, eV: 4.611
HOMO, eV: -1.986
LUMO level, eV: 2.63
Energy above the lowest of the compared OMol25 structures with the same formula, charge and spin, kcal/mol: 0.00

The geometry in ORCA input format:
```
! RIJCOSX wB97M-V def2-TZVPD def2/J DEFGRID3
* xyz -1 1
C 2.083 -1.070 -0.654
C 1.294 0.082 -1.264
O 1.048 1.134 -0.371
C 0.082 0.845 0.680
P -1.680 0.992 0.083
C -1.616 1.659 -1.660
C -2.363 -0.763 -0.055
C -2.037 -1.540 -1.345
H 2.616 -1.657 -1.402
H 2.788 -0.699 0.085
H 1.411 -1.744 -0.123
H 0.360 -0.276 -1.709
H 1.888 0.500 -2.086
H 0.164 -0.209 0.987
H -2.650 1.798 -1.972
H -1.175 2.647 -1.570
H -1.083 1.046 -2.381
H -1.878 -1.288 0.765
H -3.441 -0.768 0.089
H -1.042 -1.973 -1.250
H -2.739 -2.350 -1.547
H -1.996 -0.898 -2.223
C 1.925 0.990 3.720
Br 0.777 -0.506 4.069
Br 2.496 1.856 5.357
Br 3.430 0.489 2.629
H 1.337 1.700 3.148
*
```

Atom charges from the Mulliken analysis, given in e for atoms 1 to 6: C -1.03; C 0.16; O -0.30; C -0.33; P 0.02; C -1.16

=====

2.
Computed, not measured: a cluster of 6 separate species, C18H37FN7O12 in total at a distorted geometry, with wB97M-V/def2-TZVPD.

Computed properties:
Maximum force, eV/A: 3.09
Gap between HOMO and LUMO (alpha / beta), eV: 8.323 / 9.400
HOMO (alpha / beta), eV: -8.609 / -9.686
LUMO level (alpha / beta), eV: -0.29 / -0.29

The geometry in ORCA input format:
```
! RIJCOSX wB97M-V def2-TZVPD def2/J DEFGRID3
* xyz 0 2
C 3.358 1.104 3.122
C 3.445 0.646 1.612
C 2.808 1.765 0.733
F 3.799 2.160 -0.219
C 1.478 1.429 -0.059
N 1.820 1.415 -1.533
C 2.109 0.307 -1.930
O 2.287 -0.756 -2.312
C 0.511 2.684 0.107
C -0.180 2.792 1.520
C 0.507 4.018 2.285
C -1.690 3.239 1.345
N 0.007 1.617 2.398
O -0.619 1.703 3.519
C -0.177 0.323 1.718
C -1.662 -0.067 1.411
C 0.354 -0.809 2.714
C 0.674 0.163 0.388
H 2.322 1.311 3.469
H 3.881 0.421 3.826
H 3.899 2.088 3.166
H 4.542 0.637 1.379
H 3.086 -0.389 1.434
H 2.671 2.664 1.380
H 1.110 3.607 -0.096
H -0.278 2.629 -0.678
H -0.178 4.375 3.094
H 1.402 3.605 2.811
H 0.798 4.837 1.596
H -2.274 3.163 2.290
H -2.188 2.761 0.472
H -1.646 4.335 1.105
H -2.241 -0.255 2.348
H -1.628 -1.063 0.891
H -2.186 0.618 0.710
H 1.166 -0.451 3.380
H 0.593 -1.758 2.184
H -0.524 -1.045 3.373
H -0.082 -0.025 -0.423
H 1.276 -0.780 0.422
C -0.339 1.287 -4.401
N -1.285 2.243 -3.762
O -1.337 3.371 -4.214
O -1.942 1.823 -2.826
H 0.174 1.795 -5.212
H 0.364 0.966 -3.638
H -0.920 0.455 -4.775
C -2.026 -2.808 6.360
N -1.910 -2.702 4.881
O -2.555 -1.828 4.328
O -1.176 -3.497 4.329
H -2.708 -2.040 6.713
H -2.408 -3.800 6.589
H -1.032 -2.663 6.778
C 3.213 -3.310 -4.323
N 2.806 -4.699 -4.666
O 2.378 -4.891 -5.792
O 2.927 -5.540 -3.800
H 3.049 -2.674 -5.187
H 2.599 -2.985 -3.487
H 4.267 -3.332 -4.054
C 0.875 -2.278 -7.245
N 0.231 -1.268 -6.362
O -0.682 -0.614 -6.823
O 0.679 -1.178 -5.228
H 0.391 -2.259 -8.217
H 1.925 -2.011 -7.332
H 0.753 -3.250 -6.771
C -5.492 -1.589 2.246
N -5.559 -0.354 1.418
O -4.557 -0.036 0.808
O -6.616 0.247 1.414
H -4.497 -2.017 2.155
H -5.697 -1.305 3.276
H -6.245 -2.278 1.870
*
```

Atom charges from the Mulliken analysis, given in e for atoms 1 to 6: C -1.28; C -0.64; C 0.27; F -0.47; C 2.31; N -0.86

=====

3.
Computed, not measured: a cluster of 2 separate species, C4H10BrN2 in total at a distorted geometry, with wB97M-V/def2-TZVPD.

Computed properties:
Maximum force, eV/A: 5.92
Gap between HOMO and LUMO, eV: 11.019
HOMO, eV: -14.687
LUMO level, eV: -3.67
Energy above the lowest of the compared OMol25 structures with the same formula, charge and spin, kcal/mol: 49.79

The geometry in ORCA input format:
```
! RIJCOSX wB97M-V def2-TZVPD def2/J DEFGRID3
* xyz 1 1
C 0.929 0.135 2.151
C -0.694 -0.119 0.386
C 1.085 -0.432 -2.121
C -1.827 0.315 -0.555
N 0.098 0.702 1.080
N 0.561 -0.959 -1.044
Br 0.709 1.341 -2.668
H 1.666 0.840 2.452
H 0.260 -0.285 3.090
H -0.778 -1.256 0.736
H 1.779 -0.908 -2.786
H -2.480 1.045 -0.054
H -2.280 -0.500 -1.061
H -1.374 0.963 -1.273
H -0.057 1.683 0.966
H 1.454 -0.750 1.809
H 0.949 -1.814 -1.108
*
```

Atom charges from the Mulliken analysis, given in e for atoms 1 to 6: C -0.84; C 0.04; C -0.02; C -0.92; N -0.03; N -0.33

=====

4.
Computed, not measured: a cluster of 2 separate species, C4H9NO6S in total at a distorted geometry, with wB97M-V/def2-TZVPD.

Computed properties:
Maximum force, eV/A: 5.98
Structure (SMILES): C=C(CO)[N+](=O)[O-].CS(=O)(=O)O
Gap between HOMO and LUMO, eV: 10.103
HOMO, eV: -10.449
LUMO level, eV: -0.35
Energy above the lowest of the compared OMol25 structures with the same formula, charge and spin, kcal/mol: 117.64

The geometry in ORCA input format:
```
! RIJCOSX wB97M-V def2-TZVPD def2/J DEFGRID3
* xyz 0 1
C -1.208 0.781 -0.695
C -1.238 0.087 0.432
C -0.962 0.711 1.812
O -0.685 2.107 1.823
N -1.511 -1.255 0.463
O -1.259 -1.908 -0.511
O -2.108 -1.621 1.418
H -0.945 1.875 -0.659
H -1.475 0.244 -1.678
H -0.185 0.080 2.172
H -1.657 0.438 2.586
H -1.455 2.503 2.313
C 1.583 -2.061 -1.152
S 1.748 -1.130 0.406
O 0.771 -1.577 1.449
O 3.056 -1.360 0.831
O 1.456 0.352 -0.028
H 0.554 -2.348 -1.279
H 2.194 -1.262 -1.658
H 2.176 -2.992 -1.003
H 1.179 0.776 0.822
*
```

Atom charges from the Mulliken analysis, given in e for atoms 1 to 6: C -0.51; C 0.13; C -0.80; O -0.51; N 1.22; O -0.72

=====

5.
Computed, not measured: a structure of composition C26H30Cl2CuN4O2Se, with wB97M-V/def2-TZVPD.

Computed properties:
Maximum force, eV/A: 0.30
Gap between HOMO and LUMO, eV: 6.179
HOMO, eV: -3.585
LUMO level, eV: 2.59

The geometry in ORCA input format:
```
! RIJCOSX wB97M-V def2-TZVPD def2/J DEFGRID3
* xyz -1 1
Cu 0.412 -0.373 1.166
C -0.163 -3.105 2.396
C -0.994 -1.989 3.037
N -0.266 -0.721 3.100
C 0.848 -0.691 4.050
C 2.163 -0.189 3.425
N 2.436 -0.802 2.147
C 2.747 -2.212 2.087
C 1.909 -2.956 1.037
N 0.481 -2.670 1.158
H 0.612 -3.431 3.093
H -0.809 -3.975 2.237
H -1.894 -1.793 2.450
H -1.324 -2.323 4.031
H -0.967 0.011 3.272
H 0.606 -0.058 4.909
H 1.000 -1.699 4.448
H 2.080 0.885 3.251
H 2.966 -0.338 4.167
H 2.911 -0.231 1.452
H 3.803 -2.395 1.851
H 2.582 -2.650 3.075
H 2.218 -2.624 0.045
H 2.133 -4.032 1.120
H -0.016 -2.982 0.337
Se -3.188 0.789 3.307
C -3.188 2.338 2.208
C -4.371 2.820 1.633
C -4.374 3.931 0.801
C -3.191 4.599 0.507
C -2.006 4.134 1.068
C -2.006 3.027 1.903
H -5.299 2.304 1.850
H -5.309 4.272 0.370
H -3.190 5.458 -0.152
H -1.069 4.631 0.842
H -1.073 2.667 2.319
Cl -1.666 2.880 -3.411
C -1.834 1.400 -2.487
C -2.644 1.422 -1.371
C -2.790 0.270 -0.617
C -2.137 -0.882 -1.016
C -1.334 -0.881 -2.141
Cl -0.563 -2.387 -2.570
C -1.128 0.269 -2.910
N -0.357 0.301 -4.082
C 0.998 -0.183 -4.133
C 1.271 -1.165 -5.084
C 2.539 -1.691 -5.228
C 3.560 -1.235 -4.401
C 3.299 -0.242 -3.476
C 2.027 0.318 -3.335
C 1.849 1.434 -2.334
C 1.854 0.861 -0.909
O 2.947 0.618 -0.371
O 0.697 0.659 -0.436
H -3.143 2.336 -1.081
H -3.384 0.284 0.290
H -2.251 -1.801 -0.457
H -0.454 1.196 -4.541
H 0.444 -1.522 -5.684
H 2.728 -2.461 -5.966
H 4.559 -1.646 -4.486
H 4.085 0.125 -2.827
H 0.923 1.980 -2.505
H 2.693 2.119 -2.430
*
```

Atom charges from the Mulliken analysis, given in e for atoms 1 to 6: Cu -0.22; C -0.81; C -0.70; N 0.70; C -0.65; C -0.93

=====

6.
Computed, not measured: a cluster of 2 separate species, C19H26F3OSi2 in total at a distorted geometry, with wB97M-V/def2-TZVPD.

Computed properties:
Maximum force, eV/A: 5.17
Gap between HOMO and LUMO, eV: 6.348
HOMO, eV: -12.393
LUMO level, eV: -6.05
Energy above the lowest of the compared OMol25 structures with the same formula, charge and spin, kcal/mol: 34.58

The geometry in ORCA input format:
```
! RIJCOSX wB97M-V def2-TZVPD def2/J DEFGRID3
* xyz 1 1
C -1.422 3.074 12.650
Si -2.173 2.978 10.912
C -1.353 4.299 9.802
H -2.037 1.162 10.157
O -3.789 3.474 11.087
Si -5.240 2.863 10.591
C -6.669 3.866 11.332
C -5.290 2.830 8.696
C -5.350 1.077 11.305
H -0.331 3.003 12.564
H -1.742 4.028 13.118
H -1.848 2.209 13.208
H -0.323 3.962 9.691
H -1.904 4.296 8.828
H -1.412 5.301 10.257
H -7.601 3.379 11.031
H -6.587 3.910 12.413
H -6.648 4.867 10.916
H -6.190 2.285 8.403
H -5.317 3.857 8.338
H -4.375 2.330 8.317
H -6.217 0.528 10.960
H -4.516 0.398 11.076
H -5.415 1.079 12.397
F -4.248 -2.150 4.298
C -3.104 -1.374 4.324
F -2.131 -2.073 3.654
F -3.400 -0.254 3.583
C -2.670 -1.007 5.713
C -1.345 -1.017 6.107
C -1.025 -0.761 7.456
C -2.028 -0.497 8.398
C -1.751 0.055 9.802
C -2.335 -0.914 10.867
C -1.975 -0.673 12.193
C -2.698 -1.141 13.268
C -3.694 -2.093 13.030
C -3.970 -2.511 11.733
C -3.298 -1.950 10.646
C -3.353 -0.381 7.985
C -3.666 -0.683 6.639
H -0.610 -1.281 5.375
H 0.051 -0.740 7.718
H -0.607 0.068 9.944
H -1.206 0.077 12.405
H -2.471 -0.840 14.301
H -4.293 -2.469 13.881
H -4.854 -3.167 11.561
H -3.586 -2.234 9.639
H -4.140 -0.198 8.727
H -4.680 -0.597 6.330
*
```

Atom charges from the Mulliken analysis, given in e for atoms 1 to 6: C -0.94; Si 0.35; C -0.98; H -1.12; O -0.39; Si 0.50

=====

7.
Computed, not measured: a cluster of 4 separate species, C3H13NO3 in total at a distorted geometry, with wB97M-V/def2-TZVPD.

Computed properties:
Maximum force, eV/A: 3.55
Structure (SMILES): C/C=C/N.O.O.O
Gap between HOMO and LUMO, eV: 7.415
HOMO, eV: -6.946
LUMO level, eV: 0.47
Energy above the lowest of the compared OMol25 structures with the same formula, charge and spin, kcal/mol: 95.31

The geometry in ORCA input format:
```
! RIJCOSX wB97M-V def2-TZVPD def2/J DEFGRID3
* xyz 0 1
C -2.220 -0.535 1.950
C -1.284 0.280 1.141
C 0.085 -0.079 1.175
N 0.856 -0.237 -0.034
H -3.225 -0.070 2.282
H -2.568 -1.436 1.342
H -1.583 -0.978 2.776
H -1.334 1.376 0.769
H 0.607 -0.087 2.147
H 1.796 0.026 -0.134
H 0.480 -1.052 -0.589
O -2.080 -0.960 -3.564
H -2.848 -0.605 -4.057
H -1.346 -0.430 -4.018
O -0.798 -2.437 -0.862
H -0.719 -1.596 -1.465
H -0.761 -3.059 -1.566
O 4.828 3.980 1.295
H 4.704 3.296 0.575
H 5.720 3.614 1.620
*
```

Atom charges from the Mulliken analysis, given in e for atoms 1 to 6: C -0.86; C -0.24; C -0.24; N -0.39; H 0.27; H 0.18

=====

8.
Computed, not measured: a structure of composition C33H49BaCl3N2O3PSi at a distorted geometry, with wB97M-V/def2-TZVPD.

Computed properties:
Maximum force, eV/A: 4.39
Gap between HOMO and LUMO (alpha / beta), eV: 3.107 / 2.360
HOMO (alpha / beta), eV: -1.579 / -0.892
LUMO level (alpha / beta), eV: 1.53 / 1.47
Energy above the lowest of the compared OMol25 structures with the same formula, charge and spin, kcal/mol: 0.00

The geometry in ORCA input format:
```
! RIJCOSX wB97M-V def2-TZVPD def2/J DEFGRID3
* xyz -1 1
C 2.889 -2.915 -3.479
C 2.439 -1.962 -4.547
H 2.289 -3.840 -3.502
H 2.823 -2.485 -2.471
H 3.939 -3.217 -3.641
C 2.422 -2.350 -5.843
C 2.578 -3.749 -6.310
H 2.378 -1.616 -6.645
H 1.980 -4.463 -5.725
H 3.629 -4.077 -6.305
H 2.236 -3.793 -7.351
Ba 1.711 0.100 -0.773
Cl 1.223 0.335 3.893
Cl 2.865 2.524 -1.897
C 0.460 3.084 0.215
O 0.017 1.910 0.300
N -0.297 4.148 -0.048
C -1.734 3.967 -0.246
C 0.320 5.408 -0.455
H 1.540 3.288 0.305
H -2.172 3.444 0.614
H -1.954 3.401 -1.166
H -2.170 4.965 -0.326
H 1.080 5.703 0.282
H -0.463 6.169 -0.506
H 0.814 5.309 -1.436
H -0.203 -4.850 2.946
H -0.185 -3.869 -0.854
C -1.054 -4.541 2.322
C -0.997 -4.059 -0.142
N -0.576 -3.718 1.216
H -1.756 -3.982 2.964
C 0.156 -2.627 1.455
O 0.619 -1.890 0.550
H -1.878 -3.473 -0.442
H 0.333 -2.421 2.529
H -1.550 -5.417 1.901
H -1.255 -5.121 -0.132
O 1.112 -0.550 -3.078
C 2.067 -0.537 -4.136
C 0.654 -0.045 -6.188
C 1.617 0.370 -5.265
H 0.273 -1.062 -6.136
C 0.226 0.828 -7.198
H 2.993 -0.093 -3.724
C 2.160 1.654 -5.349
H -0.555 0.498 -7.887
C 0.810 2.091 -7.316
C 1.777 2.505 -6.387
H 2.864 1.956 -4.569
H 0.506 2.760 -8.123
H 2.249 3.488 -6.465
Si -0.894 -0.464 -3.518
Cl -0.860 -2.414 -4.281
C -2.302 -0.011 -4.768
C -0.680 1.482 -3.378
C -1.500 -0.874 -1.786
H -2.279 1.032 -5.106
H -3.257 -0.162 -4.249
H -2.318 -0.642 -5.663
H -2.529 -1.246 -1.851
H -1.510 0.001 -1.123
H -0.885 -1.661 -1.334
H -0.448 1.913 -4.359
H 0.119 1.812 -2.700
H -1.626 1.927 -3.034
C 1.960 0.836 6.823
P 0.526 0.524 5.804
C -0.290 -1.009 6.215
C -1.686 -1.133 6.098
C -2.303 -2.337 6.436
C -1.541 -3.421 6.887
C -0.151 -3.295 7.000
C 0.478 -2.099 6.661
C -0.618 1.897 5.831
C -0.939 2.647 4.684
C -1.854 3.697 4.782
C -2.438 4.017 6.012
C -2.099 3.290 7.158
C -1.191 2.239 7.074
H 1.666 0.901 7.876
H 2.393 1.795 6.512
H 2.697 0.037 6.697
H -2.286 -0.287 5.750
H -3.389 -2.423 6.356
H -2.031 -4.359 7.162
H 0.449 -4.131 7.367
H 1.562 -2.002 6.743
H -0.478 2.409 3.725
H -2.103 4.274 3.889
H -3.153 4.837 6.078
H -2.542 3.540 8.123
H -0.921 1.681 7.977
*
```

Atom charges from the Mulliken analysis, given in e for atoms 1 to 6: C -1.46; C 0.45; H 0.30; H 0.00; H 0.41; C 0.14